[1]
Below is 2 unconnected molecules or ions with the total composition C2F3IOS in a non-equilibrium geometry, with properties calculated with the ωB97M-V functional and the def2-TZVPD basis.

Results
largest force on an atom: 4.6 eV/A
E_HOMO (alpha / beta): -9.1 / -8.8 eV
ΔE to the lowest compared entry with this formula, charge and spin: 52.86 kcal/mol
Kohn-Sham gap (alpha / beta): 0.28876 / 0.22952 hartree
DFT total energy: -31206.7045 eV

ORCA input file:
```
! wB97M-V def2-TZVPD RIJCOSX def2/J DEFGRID3
* xyz 0 1
C -0.287 0.872 -0.536
C -0.521 -0.454 0.112
O 0.720 1.432 -0.734
F -1.556 -0.496 0.959
F 0.552 -1.011 0.823
F -0.745 -1.399 -0.811
S 3.711 1.564 0.602
I 4.209 -0.586 -0.115
*
```

---

[2]
Below is a molecular structure, C2F3NO in a non-equilibrium geometry, with properties calculated with the ωB97M-V functional and the def2-TZVPD basis.

Results
largest force on an atom: 2.3 eV/A
E_HOMO (alpha / beta): -9.7 / -9.8 eV
ΔE to the lowest compared entry with this formula, charge and spin: 142.38 kcal/mol
Kohn-Sham gap (alpha / beta): 0.30950 / 0.31145 hartree
DFT total energy: -13757.4125 eV

ORCA input file:
```
! wB97M-V def2-TZVPD RIJCOSX def2/J DEFGRID3
* xyz 0 1
C -0.624 0.649 0.217
C 1.314 0.055 0.311
N -1.353 -0.192 -0.219
O -1.663 -1.285 -0.559
F -0.751 1.908 0.486
F 1.312 -1.209 0.687
F 1.765 0.075 -0.922
*
```